1.
The following is a DFT calculation (ωB97M-V/def2-TZVPD) of C17H34NO10P3SSnTe as an isolated structure.

Computed properties:
LUMO (eV): -0.59
DFT total energy (Ha): -3380.13286

Last column: natural (NBO) charge in e.
CARTESIAN COORDINATES (ANGSTROEM)
Sn: 0.64 0.09 -0.43  1.427
N: -0.50 2.41 3.08  -0.719
C: -0.71 3.50 2.05  -0.629
C: -1.30 4.74 2.66  -0.633
P: 0.90 3.67 1.14  2.367
O: 1.55 4.96 1.89  -1.012
O: 0.76 3.95 -0.30  -1.150
O: 1.67 2.45 1.62  -1.187
P: -1.86 2.64 0.84  2.414
O: -2.17 3.72 -0.27  -0.997
O: -3.04 2.22 1.63  -1.142
O: -1.04 1.51 0.22  -1.283
H: -0.41 2.76 4.03  0.422
H: 0.41 1.97 2.77  0.487
H: -1.28 1.75 3.01  0.447
H: -0.70 5.11 3.49  0.217
H: -2.32 4.54 3.00  0.232
H: -1.34 5.53 1.91  0.252
H: 1.97 5.54 1.23  0.510
H: -1.31 3.89 -0.74  0.539
C: -3.47 -3.88 -0.55  -0.610
C: -2.12 -3.29 -0.93  -0.509
C: -1.01 -4.08 -0.23  -0.605
P: -1.90 -1.45 -0.65  0.848
C: -2.77 -0.64 -2.09  -0.516
C: -3.93 -1.41 -2.73  -0.609
C: -1.71 -0.33 -3.16  -0.589
C: -2.89 -0.93 0.84  -0.549
C: -4.39 -1.19 0.89  -0.610
C: -2.16 -1.44 2.09  -0.608
H: -3.53 -4.90 -0.93  0.218
H: -4.31 -3.32 -0.95  0.212
H: -3.57 -3.93 0.54  0.203
H: -1.97 -3.40 -2.01  0.226
H: -1.03 -3.92 0.85  0.202
H: -0.04 -3.79 -0.59  0.232
H: -1.14 -5.15 -0.42  0.213
H: -3.15 0.30 -1.68  0.237
H: -3.59 -2.36 -3.15  0.206
H: -4.34 -0.82 -3.55  0.218
H: -4.73 -1.60 -2.03  0.210
H: -1.25 -1.25 -3.52  0.216
H: -0.91 0.29 -2.74  0.192
H: -2.16 0.19 -4.00  0.219
H: -2.76 0.15 0.79  0.287
H: -4.62 -2.24 1.07  0.204
H: -4.88 -0.87 -0.03  0.208
H: -4.82 -0.61 1.71  0.224
H: -2.37 -2.50 2.25  0.208
H: -2.51 -0.89 2.97  0.213
H: -1.08 -1.31 1.98  0.204
O: 1.68 -1.99 0.27  -1.068
S: 2.23 -2.30 -1.07  2.579
O: 3.67 -1.69 -1.06  -0.960
O: 1.44 -1.52 -2.04  -1.056
O: 2.35 -3.68 -1.39  -0.918
Te: 3.62 0.04 -0.06  0.890
C: 5.71 0.26 -0.42  -0.274
C: 6.57 0.54 0.64  -0.231
C: 7.93 0.70 0.41  -0.207
C: 8.43 0.56 -0.88  -0.200
C: 7.58 0.28 -1.93  -0.194
C: 6.22 0.13 -1.71  -0.224
H: 6.16 0.62 1.64  0.222
H: 8.59 0.91 1.24  0.219
H: 9.49 0.68 -1.06  0.217
H: 7.97 0.16 -2.93  0.218
H: 5.54 -0.09 -2.53  0.228

=====

2.
The following is a DFT calculation (ωB97M-V/def2-TZVPD) of C4H3CrO as an isolated structure.

Computed properties:
⟨S²⟩: 8.77
2S+1: 6
Total charge: +2
LUMO (spin up / spin down) (eV): -11.46 / -11.18
DFT total energy (Ha): -1272.98531

Last column: Mulliken spin population.
CARTESIAN COORDINATES (ANGSTROEM)
C: 0.49 -0.78 -1.14  0.019
C: 1.14 -1.60 -2.11  0.154
C: 0.30 -0.64 -2.49  0.679
H: 1.87 -2.40 -2.24  0.010
C: 2.87 -0.60 2.38  0.012
O: 1.66 -0.48 2.31  -0.036
Cr: 0.40 -0.30 0.89  4.159
H: 3.51 -0.47 1.48  0.001
H: 3.35 -0.80 3.35  0.003

=====

3.
The following is a DFT calculation (ωB97M-V/def2-TZVPD) of C24H34NTi as an isolated structure.

Computed properties:
Total charge: +1
LUMO (spin up / spin down) (eV): -3.14 / -3.25
DFT total energy (Ha): -1838.90155

Last column: natural (NBO) charge in e.
CARTESIAN COORDINATES (ANGSTROEM)
C: -2.24 -0.65 -0.62  -0.096
C: -1.43 -1.73 -0.13  -0.115
C: -0.27 -1.84 -0.98  -0.116
C: -0.38 -0.84 -2.01  -0.094
C: -1.58 -0.07 -1.76  -0.139
Ti: -0.24 0.27 -0.03  1.350
C: 2.82 0.67 0.16  -0.062
C: 1.61 1.57 0.05  -0.449
H: 1.48 2.24 0.92  0.222
C: 0.87 1.82 -1.12  -0.620
H: 1.26 1.58 -2.11  0.226
H: 0.16 2.66 -1.12  0.228
C: 3.98 1.38 0.85  -0.608
H: 3.73 1.65 1.88  0.216
H: 4.87 0.74 0.88  0.216
H: 4.24 2.29 0.30  0.224
C: 3.28 0.11 -1.17  -0.614
H: 2.52 -0.52 -1.65  0.209
H: 3.53 0.93 -1.86  0.229
H: 4.18 -0.51 -1.05  0.222
C: -1.84 -2.66 0.95  -0.631
H: -2.20 -2.13 1.83  0.213
H: -2.65 -3.33 0.61  0.239
H: -1.00 -3.30 1.26  0.233
C: 0.73 -2.93 -0.91  -0.638
H: 0.95 -3.20 0.13  0.232
H: 0.37 -3.84 -1.42  0.241
H: 1.68 -2.64 -1.38  0.224
C: 0.43 -0.79 -3.26  -0.634
H: 1.37 -1.34 -3.16  0.226
H: -0.12 -1.24 -4.10  0.242
H: 0.67 0.24 -3.55  0.222
C: -2.11 1.01 -2.63  -0.622
H: -1.32 1.48 -3.23  0.230
H: -2.87 0.62 -3.33  0.238
H: -2.60 1.80 -2.04  0.210
C: -3.61 -0.31 -0.14  -0.630
H: -3.89 0.72 -0.39  0.212
H: -4.36 -0.97 -0.59  0.246
H: -3.69 -0.43 0.95  0.220
C: 1.19 -0.77 1.77  -0.378
C: 2.41 -0.63 1.18  0.155
C: 0.88 -1.85 2.61  -0.166
C: 3.36 -1.65 1.29  -0.251
H: 0.77 0.33 1.74  0.206
C: 1.83 -2.87 2.74  -0.222
H: -0.07 -1.85 3.14  0.229
C: 3.06 -2.78 2.07  -0.166
H: 4.32 -1.57 0.79  0.225
H: 1.61 -3.73 3.37  0.234
H: 3.80 -3.58 2.16  0.233
C: -3.70 4.49 0.99  -0.593
C: -3.35 3.25 1.83  -0.540
C: -2.36 2.38 1.21  0.558
N: -1.48 1.67 0.94  -0.480
H: -2.81 5.11 0.82  0.228
H: -4.45 5.11 1.51  0.244
H: -4.12 4.21 0.02  0.225
H: -2.95 3.55 2.81  0.281
H: -4.25 2.64 2.00  0.275

=====

4.
The following is a DFT calculation (ωB97M-V/def2-TZVPD) of a single C2H4N2O2S molecule.

Computed properties:
LUMO (eV): 0.43
DFT total energy (Ha): -736.74936

Last column: natural (NBO) charge in e.
CARTESIAN COORDINATES (ANGSTROEM)
C: -0.36 1.12 -0.04  0.657
C: 0.67 0.34 0.86  -0.335
N: -0.83 0.29 -0.93  -0.821
N: 0.59 -1.05 0.34  -0.882
O: -0.48 2.32 -0.06  -0.586
O: -0.44 -1.99 -1.83  -0.902
S: -0.80 -1.43 -0.55  1.579
H: 1.74 0.78 0.76  0.226
H: 0.49 0.63 1.91  0.219
H: -1.57 0.71 -1.54  0.430
H: 1.00 -1.72 1.06  0.414